[1]
Molecular formula: C75H158N7O19S4
Method: DFT, ωB97M-V with the def2-TZVPD basis set

Output
Orbital gap (spin up / spin down): 6.14 / 8.17 eV
Net charge: 0
E: -172984.8852 eV
F_max: 7.702 eV Å⁻¹
2S+1: 8
LUMO (spin up / spin down): 0.1 / -0.1 eV

Structure (XYZ):
```
263
C75H158N7O19S4 | the Open Molecules 2025 dataset | ωB97M-V with the def2-TZVPD basis set
C 2.31 -2.71 -3.33
C 3.60 -3.37 -2.45
C 4.56 -2.18 -2.61
C 5.90 -2.49 -1.86
C 5.62 -2.59 -0.32
C 4.55 -3.69 -0.22
N 3.27 -3.55 -0.97
O 2.55 -4.52 -0.80
C 5.26 -5.08 -0.55
C 4.19 -3.71 1.32
C 4.13 -4.73 -3.08
H 2.25 -1.65 -3.64
H 1.41 -3.23 -2.90
H 2.39 -3.29 -4.29
H 4.79 -1.83 -3.66
H 4.06 -1.29 -2.10
H 6.43 -1.56 -2.03
H 6.37 -3.42 -2.25
H 5.26 -1.69 -0.02
H 6.55 -2.89 0.32
H 5.74 -5.35 0.46
H 4.61 -5.92 -0.87
H 6.28 -5.20 -1.05
H 3.84 -4.67 1.54
H 5.07 -3.33 1.94
H 3.25 -3.22 1.59
H 5.23 -4.99 -2.91
H 3.89 -4.47 -4.15
H 3.76 -5.72 -2.74
C -3.60 2.97 6.32
C -4.83 2.20 6.07
C -6.12 3.01 6.44
C -6.32 3.94 5.28
C -6.83 3.25 4.04
C -5.64 2.44 3.50
N -4.74 1.82 4.62
O -3.93 0.86 4.31
C -6.28 1.13 2.57
C -4.73 3.28 2.49
C -4.76 0.85 6.97
H -3.85 4.06 6.25
H -2.85 2.67 5.56
H -3.09 2.88 7.31
H -7.11 2.42 6.60
H -5.90 3.49 7.37
H -5.46 4.57 4.97
H -6.99 4.71 5.64
H -7.22 3.86 3.26
H -7.62 2.50 4.33
H -5.59 0.66 1.92
H -6.53 0.32 3.19
H -7.21 1.45 2.17
H -4.36 4.08 3.06
H -3.90 2.64 2.07
H -5.25 3.74 1.67
H -5.56 0.09 6.79
H -4.88 1.24 7.97
H -3.82 0.31 6.98
C 2.13 -2.02 4.43
C 2.23 -3.09 5.63
C 0.74 -3.59 5.91
C 0.74 -4.61 6.93
C 1.42 -5.78 6.27
C 2.96 -5.40 6.12
N 3.11 -4.11 5.52
O 4.04 -3.92 4.76
C 3.76 -5.40 7.35
C 3.67 -6.37 5.16
C 2.72 -2.31 6.87
H 1.54 -1.21 4.80
H 1.81 -2.35 3.44
H 3.09 -1.53 4.56
H 0.21 -2.75 6.26
H 0.31 -3.80 4.95
H -0.33 -4.97 7.10
H 1.14 -4.35 7.90
H 1.01 -5.88 5.26
H 1.36 -6.75 6.74
H 3.45 -5.26 8.45
H 4.36 -6.23 7.23
H 4.51 -4.62 7.19
H 4.76 -6.09 5.21
H 3.78 -7.36 5.60
H 3.20 -6.16 4.22
H 3.69 -1.88 6.65
H 2.98 -2.96 7.76
H 2.04 -1.49 7.26
C -7.11 -5.22 -4.76
C -6.23 -3.95 -4.86
C -7.32 -2.82 -4.73
C -6.64 -1.41 -4.91
C -5.31 -1.32 -4.15
C -4.92 -2.49 -3.20
N -5.42 -3.77 -3.69
O -4.98 -4.92 -3.05
C -3.42 -2.54 -3.12
C -5.67 -2.20 -1.88
C -5.51 -3.83 -6.16
H -7.04 -5.55 -3.74
H -6.68 -6.00 -5.37
H -8.20 -5.18 -5.00
H -8.10 -2.96 -5.53
H -7.82 -3.00 -3.77
H -7.30 -0.56 -4.79
H -6.38 -1.24 -5.98
H -5.52 -0.44 -3.55
H -4.59 -1.08 -4.90
H -3.09 -3.50 -2.58
H -2.85 -2.70 -4.14
H -3.10 -1.60 -2.52
H -5.15 -1.28 -1.51
H -6.74 -2.04 -2.15
H -5.57 -2.93 -1.07
H -6.26 -3.53 -6.93
H -5.02 -4.70 -6.61
H -4.75 -3.00 -6.21
C -2.04 1.04 -3.96
C -1.75 1.38 -5.46
C -3.02 1.83 -6.22
C -3.49 3.24 -5.85
C -2.40 4.31 -6.22
C -1.01 3.92 -5.54
N -0.85 2.49 -5.49
O 0.40 2.12 -5.12
C 0.12 4.51 -6.33
C -1.01 4.53 -4.11
C -1.10 0.16 -6.19
H -2.59 1.70 -3.35
H -1.04 0.73 -3.46
H -2.69 0.19 -3.99
H -2.73 1.89 -7.22
H -3.81 1.08 -6.11
H -3.67 3.22 -4.75
H -4.37 3.52 -6.45
H -2.80 5.29 -6.02
H -2.29 4.26 -7.24
H 0.29 4.08 -7.29
H -0.23 5.55 -6.32
H 0.98 4.37 -5.67
H -0.30 3.95 -3.52
H -0.73 5.58 -4.20
H -2.08 4.54 -3.83
H -0.42 -0.37 -5.46
H -0.55 0.45 -7.04
H -1.87 -0.61 -6.45
C 4.62 3.52 -6.04
C 4.52 2.01 -5.64
C 3.37 1.27 -6.34
C 3.96 0.74 -7.72
C 5.11 -0.17 -7.44
C 6.36 0.56 -6.99
N 6.04 1.51 -5.82
O 6.72 1.48 -4.86
C 7.44 -0.43 -6.53
C 6.81 1.63 -8.08
C 4.29 2.17 -4.13
H 5.58 3.86 -5.67
H 3.94 4.33 -5.56
H 4.60 3.71 -7.11
H 2.98 0.38 -5.74
H 2.45 1.82 -6.55
H 4.08 1.54 -8.38
H 3.20 0.12 -8.24
H 5.35 -0.78 -8.34
H 4.89 -0.96 -6.71
H 7.89 -0.75 -7.52
H 8.28 0.13 -6.09
H 7.13 -1.28 -5.89
H 6.85 1.15 -9.09
H 6.13 2.44 -8.09
H 7.83 1.97 -7.83
H 4.93 2.80 -3.52
H 4.31 1.13 -3.75
H 3.23 2.36 -3.85
C 1.53 -1.14 -0.10
C 1.10 0.38 0.02
C -0.10 0.81 -0.94
C -1.50 0.52 -0.53
C -1.70 0.83 0.94
C -0.62 0.48 1.99
N 0.82 0.57 1.43
O 1.84 0.30 2.26
C -0.69 1.54 3.21
C -0.93 -0.97 2.40
C 2.22 1.47 -0.31
H 0.55 -1.68 -0.14
H 2.07 -1.54 0.76
H 2.03 -1.55 -0.97
H 0.16 1.78 -1.40
H 0.06 0.17 -1.80
H -1.77 -0.49 -0.71
H -2.23 1.12 -1.03
H -2.65 0.40 1.32
H -1.74 1.86 1.26
H -1.58 1.50 3.75
H 0.29 1.23 3.76
H -0.48 2.60 2.85
H -1.09 -1.59 1.48
H -0.07 -1.42 2.92
H -1.91 -1.20 2.86
H 2.11 2.48 -0.27
H 2.60 1.21 -1.32
H 3.02 1.24 0.39
O -3.63 7.90 3.36
S -2.54 7.61 2.38
O -1.16 7.79 2.63
O -2.89 6.12 1.95
C -1.85 5.40 1.24
C -2.35 4.96 -0.09
C -3.04 8.52 0.96
H -1.62 4.48 1.79
H -1.00 6.10 1.12
H -1.48 4.41 -0.51
H -2.58 5.67 -0.84
H -3.16 4.31 0.05
H -3.08 9.58 1.20
H -3.97 8.12 0.60
H -2.19 8.35 0.23
O 1.52 4.60 0.42
S 1.64 4.74 1.86
O 0.49 4.46 2.63
O 2.78 3.78 2.36
C 4.12 3.91 1.66
C 5.00 2.84 2.28
C 2.19 6.47 2.18
H 4.41 4.99 1.79
H 3.93 3.64 0.59
H 4.71 1.82 1.99
H 5.12 2.86 3.32
H 6.01 2.89 1.83
H 2.91 6.60 1.40
H 2.61 6.56 3.20
H 1.26 6.98 2.02
O 0.56 -0.07 7.41
S 0.19 0.95 8.38
O 0.93 1.13 9.62
O 0.22 2.44 7.81
C 0.14 2.77 6.39
C 1.50 2.53 5.83
C -1.54 0.73 8.76
H -0.30 3.78 6.28
H -0.40 2.09 5.74
H 1.76 1.50 5.77
H 2.24 3.10 6.46
H 1.56 2.98 4.84
H -2.19 0.87 7.92
H -1.84 1.40 9.61
H -1.54 -0.25 9.18
O 1.39 -4.85 2.76
S 0.73 -6.07 2.27
O 0.43 -7.13 3.26
O -0.69 -5.70 1.62
C -0.60 -4.39 0.91
C -1.12 -4.55 -0.47
C 1.79 -6.84 1.07
H 0.37 -3.99 1.08
H -1.18 -3.70 1.56
H -1.43 -3.58 -0.93
H -1.96 -5.22 -0.47
H -0.33 -4.84 -1.21
H 1.21 -7.56 0.49
H 2.67 -7.20 1.62
H 2.19 -5.95 0.40
```

[2]
Molecular formula: C8H17N7ScSe2Te2
Method: DFT, ωB97M-V with the def2-TZVPD basis set

Output
Orbital gap: 7.04 eV
Net charge: +1
E: -184983.5292 eV
F_max: 0.383 eV Å⁻¹
LUMO: -2.7 eV

Structure (XYZ):
```
37
C8H17N7ScSe2Te2 | the Open Molecules 2025 dataset | ωB97M-V with the def2-TZVPD basis set
Sc 0.15 -0.10 -0.24
C 2.27 4.31 -0.70
N 0.87 4.31 -0.31
C 0.20 5.60 -0.09
C 0.24 3.14 -0.13
N 0.83 1.98 -0.13
N -1.13 3.23 0.05
C -2.01 2.22 0.41
N -3.26 2.64 0.69
N -1.62 1.00 0.48
H 2.55 5.30 -1.03
H 2.44 3.63 -1.53
H 2.92 4.03 0.14
H 0.96 6.37 -0.03
H -0.33 5.60 0.86
H -0.48 5.86 -0.90
H 1.83 2.08 -0.27
H -1.54 4.13 -0.12
H -3.54 3.60 0.61
H -3.99 1.96 0.77
H -2.34 0.38 0.84
Se -0.73 -0.58 -2.66
Te -1.97 -2.24 -1.22
Te 0.11 -3.18 0.23
Se 0.19 -1.41 2.02
C 3.42 0.26 1.54
C 3.40 -0.32 0.17
N 2.37 -0.39 -0.67
C 2.82 -1.03 -1.81
C 4.13 -1.33 -1.66
N 4.48 -0.88 -0.41
H 2.64 1.01 1.66
H 4.39 0.72 1.74
H 3.24 -0.52 2.27
H 2.17 -1.24 -2.64
H 4.84 -1.81 -2.32
H 5.38 -0.96 0.02
```

[3]
Molecular formula: C4H9N2O
Method: DFT, ωB97M-V with the def2-TZVPD basis set

Output
Orbital gap (spin up / spin down): 6.92 / 7.87 eV
Net charge: +1
E: -9310.1080 eV
F_max: 5.630 eV Å⁻¹
2S+1: 3
LUMO (spin up / spin down): -3.9 / -7.1 eV

Structure (XYZ):
```
16
C4H9N2O | the Open Molecules 2025 dataset | ωB97M-V with the def2-TZVPD basis set
C -0.64 -1.07 0.19
C 1.07 0.58 0.28
C 2.04 -0.28 -0.40
C -1.42 1.13 0.02
N -0.26 0.23 0.01
N -1.86 -1.48 0.02
O 3.20 -0.48 0.23
H 1.32 0.57 1.35
H 1.15 1.62 -0.03
H 1.82 -0.74 -1.31
H -1.17 2.17 0.33
H -1.88 1.20 -0.97
H -2.37 0.80 0.56
H -2.15 -2.45 0.28
H -2.59 -0.80 -0.13
H 3.74 -0.99 -0.42
```